[1]
{"formula": "C25H27FN4O5", "method": "the ωB97M-V functional and the def2-TZVPD basis", "symbols": ["O", "C", "N", "C", "C", "C", "C", "F", "C", "C", "N", "C", "C", "C", "N", "C", "C", "O", "C", "C", "C", "C", "C", "C", "C", "C", "C", "C", "C", "N", "C", "O", "O", "C", "O", "H", "H", "H", "H", "H", "H", "H", "H", "H", "H", "H", "H", "H", "H", "H", "H", "H", "H", "H", "H", "H", "H", "H", "H", "H", "H", "H"], "positions_angstrom": [[0.374699, 2.838038, -2.011418], [1.235970, 2.029466, -1.715795], [2.226994, 2.266720, -0.802689], [2.395400, 3.393412, -0.000781], [1.504563, 4.464507, 0.026044], [1.737090, 5.540472, 0.862498], [2.858540, 5.542241, 1.669287], [3.084072, 6.596506, 2.490914], [3.757935, 4.491541, 1.661787], [3.521762, 3.419524, 0.825183], [1.268330, 0.787180, -2.308990], [0.353550, 0.565409, -3.413121], [-0.872346, -0.277258, -3.054045], [-1.642977, 0.336838, -1.885591], [-2.965425, -0.248409, -1.745456], [-2.935726, -1.563409, -1.130868], [-4.350758, -2.142185, -1.102878], [-5.235765, -1.308475, -0.396096], [-5.258146, -0.022374, -0.971735], [-3.865355, 0.606104, -0.988268], [2.203987, -0.270494, -1.972353], [2.020167, -0.850261, -0.586541], [0.996917, -1.675266, -0.258230], [0.840675, -2.220893, 1.047329], [-0.236423, -3.070571, 1.377822], [-0.299150, -3.541314, 2.655637], [0.671569, -3.204672, 3.620013], [1.731297, -2.390512, 3.328525], [1.809073, -1.894016, 2.017327], [2.841328, -1.078714, 1.650018], [3.025034, -0.517423, 0.411655], [3.989904, 0.212600, 0.211569], [0.365001, -3.809964, 4.795620], [-0.828389, -4.534327, 4.570039], [-1.224170, -4.367213, 3.226975], [2.971331, 1.588634, -0.689217], [0.638440, 4.449473, -0.613096], [1.055135, 6.375535, 0.890362], [4.625861, 4.521172, 2.301541], [4.210124, 2.587468, 0.806296], [0.901234, 0.092288, -4.235205], [0.018347, 1.553227, -3.736324], [-0.565602, -1.300494, -2.829254], [-1.532075, -0.313658, -3.921617], [-1.765910, 1.402334, -2.087555], [-1.057268, 0.243839, -0.953925], [-2.297881, -2.222821, -1.722094], [-2.544693, -1.511695, -0.096664], [-4.364377, -3.107357, -0.592503], [-4.703536, -2.269210, -2.137780], [-5.944134, 0.572505, -0.366646], [-5.636117, -0.084024, -2.003182], [-3.913134, 1.583663, -1.470856], [-3.516508, 0.740220, 0.051412], [3.239546, 0.083168, -2.062930], [2.058162, -1.066279, -2.706270], [0.261072, -1.946581, -0.999694], [-0.978382, -3.332025, 0.642781], [2.471201, -2.139616, 4.069757], [3.541440, -0.842413, 2.344366], [-1.617795, -4.158562, 5.239547], [-0.653708, -5.601601, 4.775363]], "forces_ev_per_a": [[-0.313, 0.416, 0.026], [0.295, -0.176, 0.025], [0.180, -0.501, -0.212], [-0.072, 0.464, 0.256], [-0.075, -0.113, -0.123], [0.310, 0.089, 0.285], [-0.047, -0.060, -0.047], [-0.008, -0.060, -0.054], [-0.148, 0.274, 0.064], [-0.116, -0.024, -0.126], [-0.007, -0.074, -0.130], [-0.269, -0.023, -0.201], [0.176, 0.333, 0.194], [-0.014, -0.099, -0.276], [-0.041, -0.009, 0.100], [-0.351, -0.069, -0.067], [0.331, -0.187, -0.055], [-0.034, -0.050, 0.163], [0.125, 0.399, -0.012], [-0.304, -0.170, 0.003], [0.147, 0.072, 0.153], [-0.131, -0.192, -0.091], [0.411, 0.254, 0.004], [0.306, 0.067, 0.397], [-0.049, -0.203, 0.500], [0.415, 0.269, 0.039], [-0.197, 0.057, -0.581], [-0.198, -0.203, 0.217], [-0.694, -0.383, -0.267], [0.349, 0.201, 0.129], [-0.197, -0.227, 0.180], [0.364, 0.211, -0.083], [0.442, 0.329, -0.124], [-0.702, -0.721, 0.826], [-0.043, 0.078, -0.368], [-0.061, -0.056, -0.055], [-0.006, 0.010, -0.004], [-0.058, 0.092, 0.015], [0.080, 0.016, 0.063], [0.066, -0.079, 0.002], [-0.008, 0.061, 0.030], [0.064, -0.190, -0.070], [-0.018, -0.128, -0.053], [-0.026, -0.069, -0.036], [0.046, -0.007, 0.076], [-0.048, 0.096, -0.004], [0.046, -0.068, 0.031], [0.021, -0.014, -0.044], [0.029, 0.021, -0.087], [0.044, -0.033, 0.077], [0.032, 0.013, -0.086], [0.007, 0.041, 0.074], [-0.001, 0.024, 0.043], [-0.018, 0.040, -0.035], [-0.133, -0.144, -0.050], [0.055, 0.103, 0.036], [-0.112, 0.000, -0.162], [-0.122, -0.030, -0.127], [0.119, 0.040, 0.127], [-0.075, 0.037, -0.203], [0.210, -0.003, -0.196], [0.031, 0.260, -0.107]], "lumo_ha": -0.0060, "orbital_gap_ev": 7.72, "smiles": "O=C(Nc1ccc(F)cc1)N(CCCN1CCOCC1)Cc1cc2cc3c(cc2[nH]c1=O)OCO3"}

[2]
{"formula": "C28H32N2O5", "method": "the ωB97M-V functional and the def2-TZVPD basis", "symbols": ["C", "C", "O", "C", "O", "C", "C", "O", "N", "C", "C", "C", "C", "C", "C", "C", "C", "C", "C", "C", "N", "C", "C", "O", "C", "C", "C", "C", "C", "C", "C", "C", "C", "C", "O", "H", "H", "H", "H", "H", "H", "H", "H", "H", "H", "H", "H", "H", "H", "H", "H", "H", "H", "H", "H", "H", "H", "H", "H", "H", "H", "H", "H", "H", "H", "H", "H"], "positions_angstrom": [[-0.273654, 2.050756, -2.666751], [0.566873, 0.787387, -2.829381], [0.549970, -0.066520, -1.702227], [1.268597, 0.366778, -0.588214], [0.546885, 1.330439, 0.158252], [-0.512297, 0.817001, 0.869559], [-1.514844, 1.826527, 1.317739], [-2.529343, 1.514836, 1.915059], [-1.204075, 3.094269, 0.976689], [-1.991709, 4.232672, 1.391098], [-1.283851, 5.039844, 2.449048], [-0.899226, 4.425134, 3.635096], [-0.235641, 5.143252, 4.612392], [0.048644, 6.484928, 4.415819], [-0.332086, 7.103390, 3.237893], [-0.991769, 6.382353, 2.256878], [-0.662433, -0.474870, 1.159988], [0.313489, -1.525566, 0.738749], [-0.270801, -2.405192, -0.325022], [-1.396764, -2.195835, -1.045081], [-1.594510, -3.216422, -1.965532], [-2.617489, -3.314568, -2.887246], [-3.615883, -2.182767, -2.861347], [-2.699090, -4.241974, -3.658341], [-0.543610, -4.119948, -1.814582], [-0.272120, -5.304857, -2.478445], [0.859493, -6.005000, -2.101753], [1.697854, -5.543738, -1.089915], [1.429841, -4.363455, -0.426696], [0.300640, -3.639214, -0.792046], [1.621898, -0.862539, 0.258482], [2.504389, -0.496214, 1.456117], [3.860603, 0.121293, 1.108643], [4.705980, -0.731187, 0.163858], [4.286073, -0.509205, -1.167943], [0.170995, 2.713944, -1.929474], [-0.333778, 2.572470, -3.618486], [-1.277866, 1.792008, -2.339028], [1.606010, 1.055601, -3.069375], [0.166429, 0.170210, -3.638233], [2.181605, 0.889435, -0.907600], [-0.304693, 3.258392, 0.551406], [-2.925084, 3.823039, 1.791053], [-2.217224, 4.857102, 0.520444], [-1.130556, 3.380751, 3.786530], [0.057333, 4.657738, 5.531704], [0.564457, 7.047112, 5.180228], [-0.113483, 8.149502, 3.080451], [-1.287232, 6.869183, 1.337923], [-1.539246, -0.774055, 1.711091], [0.544567, -2.161558, 1.603431], [-2.076627, -1.372848, -0.967868], [-4.361303, -2.365623, -3.630742], [-4.107488, -2.129465, -1.892429], [-3.119489, -1.235361, -3.059314], [-0.921308, -5.665738, -3.258358], [1.096272, -6.932354, -2.601545], [2.569297, -6.123299, -0.821395], [2.077771, -4.012018, 0.362786], [2.154898, -1.547364, -0.402428], [2.680909, -1.407717, 2.033658], [1.961230, 0.201145, 2.098188], [3.727547, 1.100865, 0.649878], [4.416247, 0.260669, 2.037932], [4.607703, -1.793339, 0.428381], [5.763781, -0.448287, 0.268936], [4.784770, -1.084377, -1.756879]], "forces_ev_per_a": [[0.224, -0.301, 0.052], [-0.049, 0.262, -0.186], [0.062, 0.051, 0.316], [0.730, -0.364, -0.370], [-0.309, 0.110, 0.338], [0.079, -0.643, 0.072], [-0.066, 0.132, -0.147], [-0.079, -0.105, 0.153], [0.234, 0.181, -0.185], [-0.207, -0.033, 0.070], [-0.011, 0.071, -0.065], [-0.010, 0.027, -0.004], [-0.005, -0.085, 0.044], [0.040, 0.118, 0.018], [0.063, 0.109, 0.072], [-0.085, -0.107, -0.023], [0.084, 0.293, 0.041], [0.090, 0.098, -0.363], [-0.510, -0.023, 0.031], [0.293, 0.171, 0.623], [0.285, -0.247, 0.007], [-0.404, 0.165, -0.196], [-0.069, -0.143, -0.157], [0.025, -0.005, 0.012], [0.453, -0.224, 0.157], [-0.076, -0.175, -0.192], [-0.030, 0.004, -0.026], [0.165, -0.056, 0.084], [-0.052, 0.028, -0.033], [-0.316, -0.136, -0.329], [-0.164, 0.163, 0.100], [0.053, 0.155, -0.244], [-0.028, -0.372, -0.198], [0.291, 0.144, 0.496], [-0.164, 0.052, -0.389], [-0.024, 0.097, 0.015], [-0.022, 0.077, -0.108], [-0.121, 0.012, 0.031], [-0.086, -0.085, -0.031], [0.111, 0.107, 0.000], [-0.223, -0.068, 0.039], [-0.046, -0.076, 0.008], [0.087, 0.125, -0.141], [-0.037, -0.049, 0.123], [-0.021, -0.134, 0.030], [0.018, -0.041, 0.075], [0.042, 0.044, 0.057], [0.025, 0.079, -0.010], [-0.029, 0.031, -0.103], [-0.152, 0.111, 0.071], [0.018, 0.067, -0.026], [-0.129, 0.169, -0.053], [0.055, -0.036, 0.018], [-0.017, 0.076, 0.078], [0.004, 0.110, 0.042], [-0.014, -0.010, -0.015], [0.003, -0.073, -0.050], [0.066, -0.039, 0.029], [0.090, 0.038, 0.093], [-0.012, 0.047, 0.017], [-0.056, -0.015, 0.053], [-0.048, -0.068, 0.097], [0.094, 0.124, 0.034], [0.030, 0.079, -0.029], [0.023, 0.042, 0.024], [-0.128, -0.095, 0.020], [-0.040, 0.035, 0.033]], "lumo_ha": 0.0209, "orbital_gap_ev": 8.60, "smiles": "CCO[C@H]1OC(C(=O)NCc2ccccc2)=C[C@@H](c2cn(C(C)=O)c3ccccc23)[C@@H]1CCCO"}

[3]
{"formula": "C3H7N4", "method": "the ωB97M-V functional and the def2-TZVPD basis", "symbols": ["N", "N", "C", "N", "C", "N", "C", "H", "H", "H", "H", "H", "H", "H"], "positions_angstrom": [[0.374619, -1.547527, 1.056990], [-0.269739, -0.609846, 0.409292], [-1.305433, -0.755278, -0.329964], [-1.811231, 0.189176, -1.105791], [-1.050086, 1.156985, -1.478495], [0.162598, 1.311604, -0.956099], [0.635011, 0.773615, 0.266872], [-0.157912, -2.438458, 1.211292], [0.974567, -1.217756, 1.806755], [-1.962436, -1.717981, -0.396990], [-1.453607, 1.694194, -2.254863], [0.965741, 1.630068, -1.498413], [0.545262, 1.346298, 1.222883], [1.811877, 0.716667, 0.165415]], "forces_ev_per_a": [[0.804, -3.483, 1.451], [1.885, 3.360, -0.592], [-2.097, -2.083, 0.135], [-1.088, 0.658, -0.526], [-0.083, -1.876, 1.449], [2.389, 1.267, -0.074], [0.311, -1.216, 0.235], [0.862, 1.354, -0.042], [-0.514, -0.215, 0.018], [1.853, 1.364, 0.720], [-0.065, 1.923, -1.790], [-0.937, 0.446, -0.328], [-0.936, -0.358, -0.810], [-2.382, -1.140, 0.154]], "total_charge": 1, "lumo_ha": -0.1593, "orbital_gap_ev": 9.30, "smiles": "NN1C=NC=[NH+]C1"}

| no. | energy (eV) | HOMO (eV) |
| --- | --- | --- |
| 1 | -45279.447 | -7.88 |
| 2 | -42773.986 | -8.03 |
| 3 | -9175.521 | -13.64 |